Entry 1:
{
  "formula": "C4ClF3",
  "method": "ωB97M-V/def2-TZVPD",
  "symbols": ["C", "C", "C", "C", "F", "F", "F", "Cl"],
  "xyz": [[-0.718, 0.475, 0.199], [-1.776, 1.003, 0.616], [0.227, -0.876, -0.037], [0.681, 0.474, -0.393], [-0.196, -1.742, -0.933], [0.625, -1.484, 1.062], [1.632, 1.030, 0.375], [0.834, 0.923, -2.080]],
  "forces_ev_per_angstrom": [[2.970, -1.869, -1.159], [-1.337, 0.483, 0.556], [-1.539, 0.804, 0.583], [-0.487, 0.379, 0.051], [0.193, 0.260, 0.040], [0.162, 0.272, -0.297], [-0.016, -0.159, -0.145], [0.054, -0.169, 0.371]],
  "homo_ev": -11.1,
  "e_lumo_ha": -0.048,
  "total_charge": 0,
  "e_above_lowest_kcal_mol": 0.0,
  "gap_ev": 9.84,
  "largest_force_ev_per_a": 3.7
}



Entry 2:
{
  "formula": "C14H34BF4NO8",
  "method": "ωB97M-V/def2-TZVPD",
  "symbols": ["N", "H", "H", "H", "H", "C", "C", "C", "O", "H", "H", "H", "H", "H", "H", "H", "C", "C", "C", "O", "H", "H", "H", "H", "H", "H", "H", "B", "F", "F", "F", "F", "C", "C", "O", "C", "O", "O", "C", "H", "H", "H", "H", "H", "H", "H", "H", "C", "C", "O", "C", "O", "O", "C", "H", "H", "H", "H", "H", "H", "H", "H"],
  "xyz": [[-0.294, -0.378, -1.293], [0.041, -1.194, -1.851], [0.470, 0.235, -1.018], [-0.888, -0.716, -0.533], [-0.966, 0.236, -1.820], [-3.345, -2.056, 1.269], [-3.728, -0.647, 0.804], [-2.915, 0.285, 1.697], [-3.516, -0.392, -0.527], [-3.666, -2.856, 0.595], [-3.688, -2.242, 2.294], [-2.256, -2.158, 1.171], [-4.780, -0.466, 1.124], [-3.357, 1.287, 1.682], [-1.890, 0.299, 1.319], [-2.862, 0.023, 2.766], [-1.376, 2.735, -3.034], [-1.465, 1.504, -3.948], [-0.071, 1.097, -4.485], [-2.038, 0.457, -3.253], [-1.072, 3.641, -3.583], [-0.655, 2.429, -2.272], [-2.331, 2.985, -2.575], [-2.095, 1.775, -4.820], [-0.170, 0.186, -5.074], [0.718, 0.978, -3.738], [0.240, 1.890, -5.188], [-0.443, -3.517, -2.452], [-0.312, -3.763, -1.071], [-0.235, -4.681, -3.186], [-1.761, -3.077, -2.697], [0.492, -2.516, -2.826], [-0.958, -1.029, 4.513], [0.261, -0.277, 3.997], [1.209, -1.153, 3.405], [1.031, -1.574, 2.156], [0.283, -1.071, 1.362], [1.796, -2.630, 1.967], [1.727, -3.227, 0.654], [-1.350, -1.818, 3.866], [-1.883, -0.495, 4.734], [-0.658, -1.541, 5.433], [0.776, 0.167, 4.848], [0.032, 0.497, 3.262], [1.724, -2.423, -0.077], [0.813, -3.817, 0.629], [2.548, -3.918, 0.475], [3.570, 1.773, 3.073], [2.760, 1.462, 1.817], [3.034, 2.449, 0.808], [2.486, 2.350, -0.395], [1.613, 1.575, -0.676], [3.110, 3.162, -1.228], [2.686, 3.126, -2.602], [3.597, 2.858, 3.181], [4.606, 1.465, 2.939], [3.127, 1.309, 3.950], [1.672, 1.462, 1.915], [2.986, 0.523, 1.305], [2.493, 2.096, -2.893], [3.387, 3.655, -3.239], [1.737, 3.661, -2.656]],
  "forces_ev_per_angstrom": [[-0.241, -0.046, 0.054], [-0.529, 0.801, 0.007], [-0.195, -0.565, 0.484], [0.146, 0.036, 0.136], [-0.857, -0.621, -1.540], [0.373, -0.682, -0.638], [0.178, 0.168, -1.424], [0.221, 0.935, 0.589], [0.038, -0.373, 1.847], [-0.586, 0.196, 0.032], [0.135, -0.176, 0.108], [0.139, 0.151, 0.440], [-0.519, -0.169, 0.055], [0.263, 0.128, -0.302], [0.004, 0.214, -0.032], [-0.167, -0.292, 0.012], [0.294, 0.201, -0.472], [-0.946, -1.828, 1.292], [-0.305, 0.984, -0.994], [1.074, 1.185, -0.304], [0.452, 0.052, 0.108], [0.017, 0.553, 0.266], [-0.074, -0.430, 0.075], [0.089, 0.196, -0.442], [-0.010, -0.143, 0.225], [-0.225, -0.102, 0.260], [0.398, 0.013, -0.034], [-1.997, 0.080, -0.233], [0.224, -0.162, -0.031], [0.610, -0.421, -0.148], [0.870, -0.081, 0.084], [0.433, -0.079, -0.042], [-0.296, -1.052, 0.445], [-0.813, 0.485, -0.519], [0.889, -0.465, 1.102], [-0.849, 0.052, -0.438], [0.257, 0.042, 0.145], [1.079, -0.384, 0.276], [-0.756, -0.022, 0.051], [0.494, 0.141, -0.491], [0.470, 0.759, -0.022], [-0.050, -0.021, 0.061], [0.128, 0.095, -0.119], [-0.336, 0.004, 0.116], [-0.199, -0.301, -0.220], [0.047, 0.371, -0.373], [0.361, 0.322, 0.500], [-0.138, 0.294, -0.988], [-0.896, -0.427, -1.133], [1.179, 1.393, 0.339], [0.078, -0.957, 0.309], [-0.053, 0.172, -0.147], [0.774, 0.660, -0.178], [-1.320, 0.038, 0.314], [-0.185, 0.000, 0.239], [-0.030, -0.197, 0.127], [0.054, -0.068, -0.022], [0.078, -0.050, 0.608], [0.172, -0.300, 0.633], [0.217, 0.071, -0.233], [0.423, -0.227, 0.340], [-0.085, -0.148, -0.161]],
  "homo_ev": 0.2,
  "e_lumo_ha": 0.149,
  "total_charge": -2,
  "e_above_lowest_kcal_mol": 8.3,
  "gap_ev": 3.91,
  "largest_force_ev_per_a": 2.4
}



Entry 3:
{
  "formula": "C41H66AsN5O6PPtSSi2",
  "method": "ωB97M-V/def2-TZVPD",
  "symbols": ["Pt", "C", "Si", "C", "C", "C", "C", "C", "C", "C", "Si", "C", "C", "H", "H", "H", "H", "H", "H", "H", "H", "H", "H", "H", "H", "H", "H", "H", "H", "O", "P", "N", "C", "C", "C", "C", "N", "C", "C", "C", "C", "N", "C", "C", "C", "C", "H", "H", "H", "H", "H", "H", "H", "H", "H", "H", "H", "H", "H", "H", "H", "H", "H", "H", "H", "H", "H", "H", "H", "H", "N", "C", "C", "C", "C", "C", "C", "H", "H", "H", "H", "H", "C", "As", "C", "C", "O", "H", "H", "H", "H", "H", "H", "H", "H", "H", "C", "C", "C", "C", "C", "C", "C", "S", "O", "O", "N", "C", "C", "C", "O", "O", "H", "H", "H", "H", "H", "H", "H", "H", "H", "H", "H", "H"],
  "xyz": [[0.418, 1.565, 0.437], [-2.413, 1.664, 2.642], [-0.976, 2.634, 1.871], [0.020, 3.282, 3.351], [-1.778, 4.184, 1.118], [-2.654, 5.052, 1.775], [-3.164, 6.171, 1.133], [-2.801, 6.439, -0.184], [-1.934, 5.584, -0.847], [-1.416, 4.454, -0.209], [-0.273, 3.161, -0.988], [-1.240, 2.527, -2.489], [1.230, 4.031, -1.725], [-2.877, 2.230, 3.458], [-2.054, 0.704, 3.017], [-3.180, 1.452, 1.892], [-0.598, 3.936, 3.975], [0.896, 3.839, 3.015], [0.384, 2.461, 3.973], [-2.943, 4.855, 2.804], [-3.841, 6.838, 1.655], [-3.197, 7.314, -0.688], [-1.660, 5.801, -1.876], [-1.453, 3.368, -3.158], [-2.192, 2.085, -2.190], [-0.686, 1.773, -3.054], [0.934, 4.834, -2.409], [1.828, 3.296, -2.268], [1.861, 4.453, -0.941], [-1.298, -1.103, 1.573], [-2.162, -2.288, 1.394], [-2.991, -2.170, -0.023], [-4.103, -3.015, -0.425], [-5.047, -2.042, -1.139], [-4.114, -1.008, -1.770], [-2.890, -0.925, -0.838], [-3.331, -2.438, 2.606], [-4.491, -1.544, 2.402], [-5.098, -1.424, 3.788], [-3.857, -1.300, 4.666], [-2.842, -2.233, 3.997], [-1.396, -3.761, 1.323], [-0.434, -3.888, 0.198], [0.393, -5.104, 0.586], [0.531, -4.936, 2.095], [-0.843, -4.414, 2.525], [-4.563, -3.490, 0.444], [-3.779, -3.822, -1.092], [-5.693, -1.561, -0.401], [-5.687, -2.541, -1.868], [-4.578, -0.027, -1.867], [-3.799, -1.314, -2.766], [-2.985, -0.071, -0.166], [-1.010, -0.089, -1.002], [-5.182, -1.974, 1.676], [-4.180, -0.553, 2.046], [-5.654, -2.333, 4.032], [-5.771, -0.571, 3.872], [-4.038, -1.572, 5.706], [-3.489, -0.273, 4.641], [-2.781, -3.195, 4.511], [-1.849, -1.774, 3.998], [0.196, -2.996, 0.110], [-0.971, -4.024, -0.738], [1.352, -5.128, 0.067], [-0.150, -6.023, 0.352], [1.289, -4.178, 2.304], [0.810, -5.851, 2.618], [-0.738, -3.726, 3.363], [-1.504, -5.227, 2.843], [-1.646, -0.704, -1.511], [-1.083, -1.504, -2.485], [0.150, -1.113, -3.034], [0.764, -1.872, -4.011], [0.174, -3.036, -4.498], [-1.046, -3.420, -3.973], [-1.668, -2.677, -2.976], [0.632, -0.216, -2.662], [1.721, -1.545, -4.396], [0.659, -3.625, -5.266], [-1.528, -4.325, -4.327], [-2.600, -3.036, -2.573], [3.424, -1.628, 2.670], [2.551, -0.025, 3.296], [0.723, -0.540, 3.570], [3.277, 0.232, 5.072], [2.784, 1.309, 2.369], [3.390, -2.395, 3.446], [4.459, -1.399, 2.420], [2.887, -1.954, 1.782], [0.684, -1.462, 4.154], [0.246, -0.684, 2.597], [0.209, 0.256, 4.106], [3.202, -0.679, 5.666], [2.723, 1.036, 5.555], [4.320, 0.530, 4.975], [2.076, 3.690, -4.859], [3.283, 2.896, -4.443], [4.098, 3.338, -3.408], [5.151, 2.562, -2.951], [5.391, 1.330, -3.538], [4.615, 0.884, -4.599], [3.572, 1.673, -5.049], [6.612, 0.264, -2.847], [7.397, 1.053, -1.936], [7.279, -0.486, -3.878], [5.663, -0.814, -2.069], [4.804, -0.331, -0.980], [3.489, -1.096, -0.920], [2.350, -0.206, -0.435], [1.531, -0.637, 0.416], [2.259, 0.925, -0.971], [2.223, 4.755, -4.683], [1.207, 3.379, -4.274], [1.842, 3.537, -5.913], [3.882, 4.283, -2.926], [5.766, 2.886, -2.123], [4.823, -0.080, -5.047], [2.947, 1.323, -5.863], [6.150, -1.691, -1.943], [4.564, 0.710, -1.189], [5.328, -0.349, -0.022], [3.562, -2.004, -0.319], [3.210, -1.396, -1.933]],
  "forces_ev_per_angstrom": [[0.268, 0.233, -0.375], [0.004, -0.031, 0.032], [0.028, -0.054, -0.060], [-0.009, -0.029, 0.064], [0.002, 0.001, -0.016], [-0.011, -0.010, -0.017], [0.009, 0.005, -0.003], [0.000, -0.001, 0.009], [0.007, 0.006, 0.032], [-0.002, 0.012, -0.008], [-0.062, 0.023, 0.142], [-0.014, 0.004, -0.041], [0.016, 0.008, 0.096], [-0.010, 0.008, -0.002], [-0.015, 0.028, 0.013], [0.006, 0.029, -0.014], [-0.010, -0.001, 0.003], [-0.005, -0.003, -0.019], [0.022, 0.021, 0.020], [-0.002, 0.000, 0.003], [0.000, 0.002, -0.004], [-0.003, 0.000, 0.003], [0.001, 0.001, -0.002], [-0.003, -0.011, -0.013], [0.003, -0.009, 0.003], [0.010, -0.010, -0.012], [0.017, -0.018, 0.024], [-0.086, 0.073, 0.199], [-0.018, 0.009, 0.036], [-0.196, -0.169, -0.174], [-0.172, 0.080, -0.004], [0.103, 0.049, -0.173], [0.009, -0.023, -0.028], [-0.009, -0.011, -0.004], [0.000, 0.010, 0.017], [-0.078, -0.051, 0.045], [0.124, 0.035, 0.013], [-0.099, 0.011, -0.013], [0.006, 0.009, 0.001], [0.002, -0.013, 0.044], [0.007, -0.016, -0.034], [0.034, -0.046, -0.049], [-0.035, -0.022, 0.034], [0.021, -0.005, -0.009], [0.017, 0.011, 0.014], [-0.037, 0.008, -0.027], [0.018, -0.024, -0.031], [0.009, -0.009, -0.021], [-0.003, 0.001, -0.022], [0.008, -0.001, 0.001], [0.002, 0.003, 0.012], [-0.012, 0.017, 0.002], [0.037, 0.021, 0.023], [-0.015, -0.052, -0.068], [0.009, 0.031, 0.092], [-0.038, -0.042, 0.016], [-0.001, -0.004, -0.004], [0.000, 0.002, 0.003], [0.011, 0.010, 0.009], [-0.022, -0.016, -0.017], [-0.012, -0.027, -0.004], [0.020, -0.044, -0.003], [0.017, 0.022, -0.001], [-0.014, 0.030, -0.044], [-0.012, -0.003, 0.002], [-0.008, 0.011, -0.002], [0.007, 0.006, 0.004], [-0.006, 0.009, -0.003], [-0.039, 0.079, 0.065], [0.003, 0.007, -0.013], [0.020, -0.061, 0.095], [-0.050, 0.071, 0.056], [0.091, -0.041, 0.093], [-0.030, 0.005, 0.034], [0.038, 0.042, -0.028], [-0.002, -0.022, 0.031], [0.035, -0.012, -0.016], [0.004, 0.040, 0.040], [0.076, 0.024, -0.043], [-0.004, 0.012, 0.003], [-0.001, 0.004, 0.004], [-0.038, -0.023, 0.029], [0.037, -0.053, 0.011], [-0.149, -0.014, -0.047], [0.170, 0.097, 0.051], [0.037, 0.039, 0.012], [0.035, 0.005, 0.023], [0.017, 0.000, 0.010], [0.011, 0.002, 0.002], [-0.001, 0.010, 0.033], [0.028, -0.014, 0.006], [0.117, -0.014, 0.147], [-0.006, 0.009, 0.033], [-0.012, 0.000, -0.003], [0.004, 0.005, 0.002], [0.009, -0.006, 0.020], [-0.019, -0.057, -0.147], [-0.033, 0.028, -0.083], [0.124, 0.005, 0.000], [-0.038, 0.020, 0.000], [0.005, 0.013, -0.015], [-0.038, -0.034, 0.017], [-0.013, -0.054, 0.044], [-0.003, 0.101, -0.129], [0.054, -0.001, 0.042], [0.034, 0.000, 0.028], [-0.074, -0.019, 0.003], [0.036, -0.005, 0.022], [-0.007, -0.067, -0.015], [-0.111, -0.060, 0.023], [0.079, -0.147, 0.005], [-0.308, 0.036, 0.056], [-0.015, -0.014, 0.010], [0.054, 0.022, -0.122], [0.037, -0.007, -0.034], [0.016, -0.017, -0.025], [0.006, 0.004, -0.003], [-0.002, 0.009, 0.002], [0.007, 0.002, -0.010], [-0.040, -0.022, 0.022], [-0.014, -0.023, -0.003], [0.009, -0.017, 0.009], [-0.017, 0.031, 0.014], [0.037, -0.001, -0.043]],
  "homo_ev": -4.9,
  "e_lumo_ha": 0.084,
  "total_charge": -1,
  "e_above_lowest_kcal_mol": 6.9,
  "gap_ev": 7.15,
  "largest_force_ev_per_a": 0.5
}